Entry 1:
50
Properties=species:S:1:pos:R:3:forces:R:3:mulliken_spin:R:1 method="wB97M-V/def2-TZVPD" multiplicity=2 e_above_lowest_kcal_mol=10.44 homo_lumo_gap_ha="0.2978 / 0.3045" e_homo_ha="-0.3307 / -0.3217" s2=0.76
Cr -0.02185 -0.46258 -0.07198 -0.165 0.336 0.003 1.01
N 0.31460 1.65113 0.23702 -0.012 -0.034 -0.065 -0.02
C 0.97619 2.26712 1.40599 0.002 -0.030 0.008 0.00
C 0.13412 1.89591 2.61209 -0.008 0.010 -0.023 0.00
O -0.97294 2.36610 2.74355 -0.021 -0.015 -0.009 0.00
O 0.68977 1.00682 3.41137 0.005 0.030 0.027 0.00
H 0.70705 1.99388 -0.63553 0.013 0.031 0.013 0.00
H -0.65955 1.95450 0.23487 0.004 0.007 0.012 0.00
H 0.97890 3.35400 1.31223 0.029 0.003 0.006 0.00
H 1.99540 1.90355 1.50385 -0.019 -0.021 -0.004 0.00
C -2.27072 -0.26661 -4.67143 0.026 0.005 -0.031 0.00
C -1.68281 -0.50636 -3.28960 0.061 -0.053 0.037 0.00
O -1.99709 -1.83694 -2.90145 -0.182 0.056 -0.024 0.00
P 0.14719 -0.38188 -3.28871 0.029 0.041 0.020 0.00
O 0.62048 0.60517 -4.43335 -0.005 -0.008 0.019 0.00
O 0.72708 -1.73687 -3.81599 -0.041 -0.003 -0.001 0.00
O 0.69329 0.05826 -1.95585 0.021 -0.023 -0.003 -0.01
P -2.31346 0.70135 -2.05873 -0.045 0.011 -0.031 0.00
O -1.41446 2.02217 -2.45325 0.021 0.010 0.001 0.00
O -3.73913 1.01072 -2.20699 -0.001 0.017 0.028 0.00
O -1.76178 0.17909 -0.73803 0.068 -0.109 0.024 0.01
H -1.83870 -0.95746 -5.39614 -0.006 -0.010 0.007 0.00
H -2.09659 0.75390 -5.01149 0.008 -0.004 -0.006 0.00
H -3.34386 -0.43558 -4.60630 -0.003 0.008 0.001 0.00
H -2.13403 -1.89028 -1.94203 0.129 -0.035 0.007 0.00
H 0.39112 1.51778 -4.20848 -0.007 0.007 -0.007 0.00
H 0.52025 -2.45064 -3.17682 0.033 -0.009 0.009 0.00
H -2.03061 2.71818 -2.71792 -0.013 -0.003 -0.006 0.00
N -1.68955 -0.11096 4.18667 0.042 0.004 0.016 0.00
C -2.32582 -1.15419 3.37687 -0.029 0.001 -0.014 0.00
C -1.86652 -1.24153 1.92345 0.026 -0.042 0.001 0.01
O -2.48075 -1.93860 1.15095 -0.018 0.005 0.001 0.00
O -0.76663 -0.57092 1.64663 -0.031 0.008 0.056 -0.01
H -1.87177 -0.28504 5.16781 -0.027 0.021 -0.006 0.00
H -2.08523 0.79744 3.96133 0.015 0.007 -0.014 0.00
H -0.07091 0.51621 3.86250 -0.021 -0.042 0.015 0.00
H -3.41495 -1.07332 3.34680 0.005 0.004 0.016 0.00
H -2.09909 -2.12840 3.81501 0.029 0.006 -0.013 0.00
I 1.19826 -2.62664 2.98254 -0.010 -0.003 0.002 0.00
C 2.38504 -1.30869 1.88994 0.010 -0.015 -0.003 0.00
C 3.69245 -1.18242 2.35528 -0.001 0.003 -0.005 0.00
C 4.60407 -0.44404 1.63256 0.002 0.003 -0.001 0.00
C 4.19025 0.13691 0.44339 -0.007 -0.005 -0.007 0.00
C 2.87568 -0.01379 0.06638 0.000 -0.015 0.004 0.00
N 1.96075 -0.69759 0.78280 0.067 0.022 0.013 -0.01
H 3.97508 -1.68023 3.27030 0.000 -0.002 0.000 0.00
H 5.62304 -0.34138 1.98139 0.001 -0.001 -0.001 0.00
H 4.86670 0.69702 -0.18587 0.002 0.002 0.001 0.00
H 2.51230 0.41456 -0.85608 0.003 0.006 -0.010 0.00
Br 0.16973 -2.79884 -0.68152 0.023 -0.183 -0.063 0.01

---

Entry 2:
46
Properties=species:S:1:pos:R:3:forces:R:3:nbo_charge:R:1 method="wB97M-V/def2-TZVPD" smiles="COC(=O)OC.COC(=O)OC.COC(=O)OC.ClC(Cl)Cl.ClC(Cl)Cl" homo_lumo_gap_ha=0.4150 e_homo_ha=-0.3978
C 0.69852 -1.21845 -1.98431 0.027 0.652 -1.697 -0.27
O 0.45250 -2.48613 -1.41019 0.447 -0.125 -0.229 -0.48
C 0.20291 -2.52774 -0.12616 -0.062 -0.707 0.077 1.01
O 0.23259 -1.60493 0.64330 0.640 0.550 0.658 -0.70
O -0.10942 -3.77314 0.18105 0.076 -0.639 -0.238 -0.49
C -0.45334 -4.05917 1.53090 0.086 0.876 0.393 -0.26
H 0.03664 -1.18574 -2.85397 -0.226 0.399 0.342 0.20
H 1.69068 -1.11800 -2.43014 0.235 -0.599 0.477 0.18
H 0.56816 -0.37277 -1.31918 -0.324 -0.247 0.101 0.21
H 0.45357 -4.18477 2.12348 -0.016 -0.282 -0.071 0.18
H -1.07864 -4.94317 1.52252 0.078 -0.103 -0.012 0.20
H -0.99014 -3.20493 1.95156 -0.077 -0.257 -0.014 0.21
C 1.59699 0.75522 -4.83213 -0.034 0.182 0.429 -0.26
O 0.23847 1.06935 -4.49703 -0.238 -0.417 -0.147 -0.50
C -0.00980 2.37199 -4.38801 0.375 0.283 0.091 0.98
O 0.78709 3.25125 -4.58400 0.182 0.116 0.006 -0.64
O -1.26122 2.54699 -4.00322 -0.519 -0.357 0.380 -0.50
C -1.56901 3.84177 -3.45071 -0.137 -0.559 -0.433 -0.25
H 1.88397 1.30946 -5.72178 0.227 -0.093 0.055 0.21
H 1.66295 -0.31931 -4.97204 -0.249 0.002 -0.194 0.19
H 2.21329 1.01520 -3.96817 0.200 0.167 -0.279 0.19
H -1.47200 4.58151 -4.23948 0.137 0.268 0.230 0.20
H -0.92516 4.01717 -2.59344 0.086 0.289 -0.085 0.19
H -2.60254 3.75518 -3.13097 -0.016 0.082 0.018 0.20
C -0.36885 2.23512 3.23065 0.040 -0.036 -0.797 -0.27
O -0.71102 0.84299 3.16573 -0.375 -0.200 0.385 -0.51
C -0.09760 -0.01436 3.98410 0.240 1.081 -0.326 0.99
O 0.81322 0.26885 4.70988 0.324 -0.281 0.431 -0.64
O -0.64790 -1.19548 3.80513 -0.791 -0.695 -0.104 -0.50
C -0.00542 -2.29484 4.43362 0.622 0.338 1.068 -0.26
H -1.27403 2.81219 3.40860 -0.077 -0.148 0.044 0.19
H -0.01465 2.41258 2.21585 0.027 0.614 0.348 0.19
H 0.38911 2.49746 3.96266 0.044 -0.404 0.078 0.22
H 0.94530 -2.44749 3.92628 -0.107 -0.534 -0.052 0.19
H -0.68365 -3.13954 4.47867 -0.016 -0.050 -0.694 0.20
H 0.22339 -2.08895 5.48492 0.019 0.338 -0.178 0.20
Cl 3.20945 1.97465 2.02711 -0.300 -0.380 -0.293 0.04
C 2.22466 1.10702 0.84224 0.134 -0.776 -0.213 -0.29
Cl 3.20845 0.19829 -0.33901 0.397 0.448 0.096 -0.01
Cl 1.10347 2.17625 0.02777 -0.021 0.249 -0.390 0.02
H 1.63902 0.28997 1.25248 -0.035 0.392 0.665 0.25
Cl -2.14247 0.19606 -1.10766 -0.248 -0.136 0.317 -0.02
C -2.34035 -0.64890 0.46760 -0.311 0.496 -0.614 -0.28
Cl -2.93579 -2.30909 0.16320 0.173 0.601 0.193 -0.01
Cl -3.42943 0.24907 1.50025 -0.273 -0.034 0.063 0.03
H -1.35194 -0.63874 0.91205 -0.367 -0.365 0.119 0.27